The molecule C7H9NO2S in a non-equilibrium geometry. Source: OMol25; level of theory: the ωB97M-V functional and the def2-TZVPD basis.

Values from the calculation:
strongest force on any atom	0.0856	Eh/bohr
HOMO-LUMO gap	9.927	eV
HOMO level	-9.207	eV
LUMO	0.7	eV
2S+1	1
SMILES string	C[C@@]12CS[C@@]13OCCN3C2=O
E_tot	-875.4743	hartree

The geometry in XYZ format:
```
20
C7H9NO2S, DFT the ωB97M-V functional and the def2-TZVPD basis
C -1.37541 -0.69479 1.56595
C -1.20562 -0.04680 0.16450
C -2.18198 0.90904 -0.42161
S -0.79254 2.22674 -0.66821
C 0.04958 0.76886 -0.08256
O 1.25392 0.98802 0.92339
C 2.32301 0.29209 0.28330
C 1.97369 -0.18847 -1.12856
N 0.52630 -0.20866 -0.99439
C -0.53378 -1.07913 -0.82934
O -0.82240 -2.12902 -1.27025
H -2.14448 -1.36298 1.72005
H -1.40021 0.12971 2.30657
H -0.40578 -1.19600 1.71421
H -2.58498 0.45323 -1.34229
H -3.03511 1.39414 0.13306
H 2.56724 -0.49618 0.99162
H 3.12309 0.95556 0.24986
H 2.24240 0.38212 -1.99056
H 2.42302 -1.09747 -1.32475
```